(1)
DFT (ωB97M-V/def2-TZVPD) results for one molecule with the formula C8H16IN in a non-equilibrium geometry.

The orbital gap comes out at 8.82 eV. As for the largest force on an atom: 0.0893 hartree/bohr. Its lowest unoccupied orbital energy is -0.15 eV.

```
! wB97M-V def2-TZVPD RIJCOSX def2/J DEFGRID3
* xyz 0 1
C -0.39 0.96 0.23
C -0.91 -1.32 1.18
C -2.40 -0.09 -0.54
C -0.14 -0.92 -1.23
C 1.75 -0.08 1.18
C 1.93 1.87 -0.43
C -1.00 -0.38 -0.14
C 1.08 1.19 0.65
N -1.16 1.92 0.15
I 1.05 2.73 2.42
H -1.96 -1.72 1.33
H -0.72 -0.81 2.14
H -0.19 -2.10 0.97
H -2.92 -0.94 -0.94
H -2.86 0.14 0.42
H -2.46 0.83 -1.18
H -0.62 -1.55 -1.94
H 0.74 -1.40 -0.82
H 0.35 -0.12 -1.75
H 2.78 0.04 0.96
H 1.61 -0.25 2.17
H 1.54 -0.95 0.67
H 3.03 2.00 -0.14
H 1.47 2.88 -0.49
H 2.09 1.25 -1.37
H -0.91 2.99 0.30
*
```

Here are the Löwdin charges for atoms 1 to 2, given in e:
1 C -0.4127
2 C -0.0088

(2)
DFT (ωB97M-V/def2-TZVPD) results for a 2-piece molecular cluster, C4H10O3 overall in a non-equilibrium geometry.

The orbital gap (spin up / spin down) comes out at 7.84 / 7.58 eV. As for the largest force on an atom: 0.0269 hartree/bohr. Its lowest unoccupied orbital energy (spin up / spin down) is 0.53 / 0.57 eV.

```
! wB97M-V def2-TZVPD RIJCOSX def2/J DEFGRID3
* xyz 0 1
C 0.94 0.03 0.89
C -0.10 2.04 0.27
C -2.01 -0.63 -0.85
C 1.86 -0.15 -0.27
O 0.15 1.04 1.06
O 1.01 -0.83 1.96
O -1.94 -2.03 -0.90
H 1.72 -0.58 2.58
H -1.22 -2.33 -0.34
H -1.14 -0.17 -1.33
H -0.91 2.67 0.57
H 0.36 2.15 -0.70
H -2.10 -0.26 0.17
H -2.91 -0.34 -1.40
H 2.23 -1.17 -0.28
H 2.72 0.53 -0.22
H 1.34 0.05 -1.21
*
```

Here are the Löwdin charges for atoms 1 to 2, given in e:
1 C -0.4455
2 C -0.0577

(3)
DFT (ωB97M-V/def2-TZVPD) results for C18H16BrN4RuS as an isolated structure.

The orbital gap (spin up / spin down) comes out at 6.77 / 6.02 eV. As for the largest force on an atom: 0.0134 hartree/bohr. As for the expectation value of S²: 8.809. Its lowest unoccupied orbital energy (spin up / spin down) is 0.61 / -2.02 eV.

```
! wB97M-V def2-TZVPD RIJCOSX def2/J DEFGRID3
* xyz 0 6
Ru 0.34 -0.27 0.41
N -3.94 -1.34 -1.05
C -2.67 -1.00 -0.69
S -2.06 -1.52 0.80
N -2.07 -0.21 -1.60
N -0.88 0.24 -1.24
C -0.23 0.91 -2.29
C 0.92 1.63 -2.00
C 1.63 2.37 -2.98
C 2.73 3.09 -2.61
C 3.14 3.08 -1.27
C 2.43 2.31 -0.36
N 1.36 1.60 -0.69
H -4.36 -2.12 -0.57
H -4.21 -1.17 -2.00
H -0.62 0.84 -3.29
H 1.27 2.36 -4.00
H 3.28 3.67 -3.34
H 4.01 3.64 -0.94
H 2.73 2.26 0.68
Br -0.84 1.48 2.15
C 0.38 1.05 3.54
C 0.11 1.53 4.78
C 1.04 1.28 5.82
C 2.20 0.62 5.55
C 2.48 0.14 4.25
C 3.71 -0.50 3.97
C 3.99 -0.94 2.70
C 3.02 -0.80 1.68
C 1.78 -0.23 1.89
C 1.54 0.31 3.20
H -0.79 2.09 4.97
H 0.82 1.64 6.82
H 2.93 0.45 6.34
H 4.44 -0.62 4.76
H 4.94 -1.41 2.48
H 3.26 -1.20 0.70
C 0.95 -2.07 -0.42
H 1.85 -1.86 -1.00
H 0.18 -2.47 -1.08
H 1.18 -2.79 0.36
*
```

Here are the Löwdin charges for atoms 1 to 2, given in e:
1 Ru 1.0086
2 N 0.0594

(4)
DFT (ωB97M-V/def2-TZVPD) results for a 2-piece molecular cluster, C2H4P2 overall in a non-equilibrium geometry.

The orbital gap (spin up / spin down) comes out at 6.61 / 8.48 eV. As for the largest force on an atom: 0.0915 hartree/bohr. As for the expectation value of S²: 2.021. Its lowest unoccupied orbital energy (spin up / spin down) is -0.02 / -1.55 eV.

```
! wB97M-V def2-TZVPD RIJCOSX def2/J DEFGRID3
* xyz 0 3
C 0.45 -0.29 -0.39
C 1.67 -0.83 0.19
P 1.79 0.85 0.15
P -2.22 0.34 -0.02
H 0.13 -0.47 -1.41
H 2.07 -1.80 0.37
H -1.76 1.64 -0.25
H -2.12 0.56 1.36
*
```

Here are the Löwdin charges for atoms 1 to 2, given in e:
1 C -0.5280
2 C -0.4459

(5)
DFT (ωB97M-V/def2-TZVPD) results for a 2-piece molecular cluster, C3HBr2ClN2 overall in a non-equilibrium geometry.

The orbital gap (spin up / spin down) comes out at 8.01 / 8.01 eV. As for the largest force on an atom: 0.0921 hartree/bohr. Its lowest unoccupied orbital energy (spin up / spin down) is -0.83 / -0.83 eV.

```
! wB97M-V def2-TZVPD RIJCOSX def2/J DEFGRID3
* xyz 0 1
C -0.39 -1.79 0.19
C 2.08 0.89 -0.32
C -0.47 -0.65 -0.27
N 0.92 0.91 -0.49
N -0.18 0.57 -0.80
Cl -0.42 -3.25 0.91
Br 3.42 1.40 0.77
Br -3.10 1.02 0.50
H -1.86 0.91 -0.48
*
```

Here are the Löwdin charges for atoms 1 to 2, given in e:
1 C -0.6046
2 C -0.5673

(6)
DFT (ωB97M-V/def2-TZVPD) results for C29H57CoN5O3P3 as an isolated structure in a non-equilibrium geometry.

The orbital gap (spin up / spin down) comes out at 6.46 / 7.20 eV. As for the largest force on an atom: 0.0245 hartree/bohr. As for the expectation value of S²: 0.809. Its lowest unoccupied orbital energy (spin up / spin down) is -2.47 / -1.73 eV.

```
! wB97M-V def2-TZVPD RIJCOSX def2/J DEFGRID3
* xyz 1 2
Co 0.93 -0.07 0.22
C -2.65 -1.68 -4.27
N -2.41 -1.38 -2.86
C -3.64 -1.03 -2.13
P -1.05 -0.55 -2.41
O -0.82 -0.65 -0.95
O 0.09 -1.30 -3.27
P 1.55 -1.65 -2.58
O 1.94 -0.57 -1.64
N 1.37 -3.16 -1.92
C 0.40 -4.06 -2.56
C 1.40 -3.31 -0.47
N 2.56 -1.76 -3.86
C 2.81 -0.53 -4.60
C 2.75 -2.98 -4.63
N -0.96 1.02 -2.96
C -1.83 1.97 -2.26
C -0.77 1.32 -4.37
H -3.33 -2.53 -4.33
H -1.71 -1.96 -4.76
H -3.09 -0.83 -4.80
H -4.31 -1.89 -2.12
H -4.16 -0.19 -2.60
H -3.39 -0.76 -1.10
H 0.34 -3.86 -3.63
H -0.60 -3.94 -2.13
H 0.72 -5.09 -2.42
H 1.93 -2.47 -0.01
H 1.93 -4.22 -0.20
H 0.39 -3.35 -0.05
H 2.58 0.34 -3.98
H 2.20 -0.47 -5.51
H 3.86 -0.49 -4.89
H 2.78 -3.84 -3.96
H 3.71 -2.92 -5.14
H 1.97 -3.12 -5.39
H -1.93 1.68 -1.21
H -2.82 2.04 -2.71
H -1.37 2.96 -2.29
H -0.25 0.50 -4.87
H -0.16 2.22 -4.46
H -1.72 1.49 -4.88
C 4.41 -0.78 0.67
P 3.02 0.30 1.18
C 3.64 1.94 0.68
C 3.25 0.36 2.99
H 5.35 -0.37 1.04
H 4.45 -0.85 -0.41
H 4.28 -1.78 1.08
H 4.63 2.12 1.11
H 2.95 2.71 1.01
H 3.71 1.99 -0.41
H 4.29 0.58 3.23
H 2.97 -0.59 3.45
H 2.62 1.15 3.41
C -2.08 5.29 2.18
C -1.21 4.30 1.46
C -0.44 4.70 0.38
C 0.36 3.78 -0.31
C 1.21 4.21 -1.48
C 0.35 2.47 0.11
C -0.38 2.02 1.24
C -1.18 2.97 1.89
N -0.22 0.70 1.54
C -0.85 -0.05 2.61
C -0.35 -1.50 2.47
C -0.94 -2.41 3.55
C -2.46 -2.40 3.43
C -2.97 -0.97 3.60
C -2.56 -0.43 4.98
C -1.03 -0.44 5.10
C -0.53 -1.88 4.93
C -0.43 0.45 4.01
C -2.38 -0.08 2.50
H -2.12 6.24 1.65
H -1.70 5.47 3.19
H -3.10 4.90 2.28
H -0.46 5.74 0.06
H 0.74 5.02 -2.03
H 1.37 3.37 -2.16
H 2.18 4.56 -1.14
H 0.93 1.73 -0.45
H -1.77 2.70 2.75
H 0.75 -1.50 2.53
H -0.64 -1.86 1.47
H -0.56 -3.42 3.42
H -2.90 -3.06 4.18
H -2.76 -2.78 2.45
H -4.06 -0.96 3.52
H -3.00 -1.06 5.76
H -2.94 0.58 5.11
H -0.74 -0.06 6.08
H -0.96 -2.52 5.71
H 0.56 -1.91 5.04
H 0.66 0.43 4.07
H -0.75 1.48 4.16
H -2.80 0.92 2.58
H -2.65 -0.47 1.52
*
```

Here are the Löwdin charges for atoms 1 to 2, given in e:
1 Co 0.4080
2 C -0.0921

(7)
DFT (ωB97M-V/def2-TZVPD) results for C38H53N2PSTc as an isolated structure.

The orbital gap (spin up / spin down) comes out at 6.50 / 7.22 eV. As for the largest force on an atom: 0.0097 hartree/bohr. As for the expectation value of S²: 3.793. Its lowest unoccupied orbital energy (spin up / spin down) is -6.59 / -6.84 eV.

```
! wB97M-V def2-TZVPD RIJCOSX def2/J DEFGRID3
* xyz 2 4
Tc 0.62 0.16 0.17
C 3.70 -3.18 -0.80
C 2.66 -3.60 0.23
C 2.40 -5.11 0.19
C 1.35 -2.86 0.09
C 0.84 -2.46 -1.14
C -0.39 -1.83 -1.29
C -0.92 -1.62 -2.70
C -1.49 -2.95 -3.22
C 0.15 -1.12 -3.68
C -1.13 -1.48 -0.12
C -0.65 -1.93 1.15
C 0.57 -2.62 1.22
C -1.53 -1.88 2.41
C -0.76 -2.04 3.72
C -2.57 -3.00 2.37
C -2.50 -0.84 -0.24
C -3.56 -1.68 -0.56
C -4.86 -1.21 -0.63
C -5.12 0.13 -0.37
C -4.07 0.98 -0.07
C -2.75 0.53 -0.02
P -1.38 1.70 0.22
C -1.34 2.81 -1.31
C -0.30 3.91 -1.09
C -2.70 3.41 -1.69
C -0.91 1.96 -2.50
C -1.64 2.68 1.81
C -0.28 3.24 2.27
C -2.20 1.72 2.88
C -2.60 3.86 1.69
H 4.66 -3.65 -0.58
H 3.85 -2.10 -0.82
H 3.42 -3.50 -1.81
H 3.05 -3.35 1.23
H 1.98 -5.39 -0.78
H 1.69 -5.42 0.96
H 3.33 -5.65 0.33
H 1.42 -2.66 -2.04
H -1.73 -0.90 -2.65
H -0.73 -3.73 -3.22
H -1.84 -2.82 -4.25
H -2.34 -3.30 -2.63
H 0.79 -1.93 -4.01
H 0.79 -0.35 -3.24
H -0.33 -0.71 -4.57
H 0.93 -2.96 2.18
H -2.06 -0.92 2.41
H -0.55 -3.09 3.92
H -1.37 -1.67 4.55
H 0.20 -1.52 3.75
H -2.08 -3.97 2.22
H -3.31 -2.87 1.58
H -3.10 -3.04 3.32
H -3.37 -2.73 -0.73
H -5.67 -1.88 -0.88
H -6.13 0.51 -0.40
H -4.29 2.03 0.11
H -0.65 4.70 -0.42
H -0.10 4.38 -2.06
H 0.65 3.52 -0.71
H -3.15 4.04 -0.93
H -3.42 2.64 -1.98
H -2.54 4.03 -2.57
H 0.08 1.52 -2.37
H -0.87 2.60 -3.38
H -1.64 1.17 -2.71
H 0.53 2.51 2.23
H -0.39 3.58 3.30
H 0.02 4.10 1.68
H -1.41 1.16 3.39
H -2.93 1.02 2.49
H -2.71 2.31 3.64
H -2.28 4.60 0.96
H -2.62 4.36 2.66
H -3.63 3.57 1.47
S 2.77 0.67 4.22
C 3.92 0.38 3.00
C 3.31 0.23 1.80
N 1.93 0.33 1.86
C 1.53 0.56 3.10
H 4.98 0.34 3.21
H 3.80 0.03 0.86
H 0.49 0.68 3.36
N 1.83 0.69 -0.96
C 3.03 1.31 -1.26
C 3.87 0.72 -2.21
C 5.07 1.32 -2.53
C 5.43 2.52 -1.91
C 4.59 3.11 -0.98
C 3.39 2.52 -0.65
H 3.56 -0.20 -2.69
H 5.73 0.87 -3.26
H 6.37 2.99 -2.17
H 4.88 4.05 -0.51
H 2.72 2.97 0.08
*
```

Here are the Löwdin charges for atoms 1 to 2, given in e:
1 Tc 1.3703
2 C -0.0558

(8)
DFT (ωB97M-V/def2-TZVPD) results for a 2-piece molecular cluster, C7H12 overall in a non-equilibrium geometry.

The orbital gap (spin up / spin down) comes out at 7.37 / 8.06 eV. As for the largest force on an atom: 0.0572 hartree/bohr. Its lowest unoccupied orbital energy (spin up / spin down) is -0.39 / 0.42 eV.

```
! wB97M-V def2-TZVPD RIJCOSX def2/J DEFGRID3
* xyz 0 1
C 0.03 -2.74 1.42
C 0.16 -2.36 0.06
C -0.01 -0.73 0.04
C 0.13 -0.24 -1.46
C 0.00 1.17 -1.38
C -0.12 2.32 -0.91
C -0.25 3.52 -0.32
H 0.88 -2.72 2.10
H -0.27 1.83 1.96
H -0.94 -2.98 1.85
H 1.14 -2.54 -0.38
H -0.63 -2.74 -0.59
H 0.78 -0.29 0.65
H -0.98 -0.46 0.44
H 1.10 -0.57 -1.84
H -0.67 -0.72 -2.05
H -0.28 2.41 1.46
H -1.23 3.96 -0.14
H 0.61 4.09 0.01
*
```

Here are the Löwdin charges for atoms 1 to 2, given in e:
1 C -0.0192
2 C -0.2890

(9)
DFT (ωB97M-V/def2-TZVPD) results for C16H16N2O2RhS2 as an isolated structure in a non-equilibrium geometry.

The orbital gap (spin up / spin down) comes out at 5.37 / 5.42 eV. As for the largest force on an atom: 0.0454 hartree/bohr. Its lowest unoccupied orbital energy (spin up / spin down) is -5.82 / -5.77 eV.

```
! wB97M-V def2-TZVPD RIJCOSX def2/J DEFGRID3
* xyz 1 1
Rh 0.45 3.06 1.14
C -0.96 1.78 4.00
C -0.68 1.26 2.63
N -1.20 1.93 1.57
N -1.67 1.25 0.51
C -1.58 1.87 -0.65
S -0.73 3.35 -0.79
S -2.31 1.17 -2.08
C -1.88 -0.62 -1.89
C -0.89 -1.07 -2.93
C -1.31 -1.63 -4.13
C -0.39 -2.00 -5.11
C 0.96 -1.79 -4.89
C 1.40 -1.23 -3.70
C 0.47 -0.87 -2.73
C 0.07 0.08 2.38
C -0.11 -1.11 3.11
C 0.50 -2.27 2.69
C 1.38 -2.26 1.56
C 1.64 -1.13 0.87
C 1.02 0.10 1.26
O 1.36 1.18 0.69
H -2.04 1.78 4.18
H -0.45 1.20 4.76
H -0.63 2.82 4.07
H -1.48 -0.72 -0.89
H -2.82 -1.17 -1.96
H -2.38 -1.79 -4.30
H -0.73 -2.43 -6.04
H 1.68 -2.07 -5.65
H 2.46 -1.06 -3.53
H 0.81 -0.40 -1.80
H -0.80 -1.13 3.95
H 0.30 -3.19 3.21
H 1.86 -3.19 1.26
H 2.34 -1.11 0.04
O 1.77 3.65 2.99
H 2.63 3.21 2.98
H 1.93 4.57 3.21
*
```

Here are the Löwdin charges for atoms 1 to 2, given in e:
1 Rh 0.8330
2 C 0.0062

(10)
DFT (ωB97M-V/def2-TZVPD) results for C24H32N4O2PtSSe as an isolated structure in a non-equilibrium geometry.

The orbital gap comes out at 5.92 eV. As for the largest force on an atom: 0.0715 hartree/bohr. Its lowest unoccupied orbital energy is -6.80 eV.

```
! wB97M-V def2-TZVPD RIJCOSX def2/J DEFGRID3
* xyz 2 1
Pt -0.01 -0.11 1.05
C 0.18 0.94 3.19
C 0.96 -0.23 2.95
C 0.05 -1.36 2.80
C -1.28 -0.81 2.83
C -1.20 0.57 3.15
C -2.36 1.44 3.40
C -2.52 -1.62 2.76
C 0.40 -2.81 2.89
C 2.43 -0.39 3.18
C 0.72 2.30 3.44
H -2.12 2.50 3.28
H -2.70 1.29 4.43
H -3.20 1.19 2.75
H -2.33 -2.58 2.29
H -3.31 -1.10 2.20
H -2.91 -1.79 3.76
H -0.02 -3.36 2.04
H 0.00 -3.24 3.81
H 1.48 -2.96 2.89
H 2.85 -1.21 2.61
H 2.59 -0.60 4.24
H 2.98 0.52 2.94
H 0.19 3.05 2.85
H 1.78 2.35 3.21
H 0.59 2.55 4.49
Se -1.24 2.12 0.43
C -1.29 2.31 -1.46
C -0.33 1.75 -2.29
C -0.45 1.97 -3.66
N -1.44 2.65 -4.22
C -2.34 3.19 -3.41
C -2.32 3.06 -2.03
H 0.48 1.16 -1.90
H 0.28 1.55 -4.34
H -3.13 3.75 -3.88
H -3.08 3.53 -1.42
O -0.74 -0.78 -0.73
C -1.06 -2.00 -0.92
O -1.08 -2.92 -0.11
C -1.44 -2.27 -2.38
N -1.87 -3.72 -2.45
C -0.95 -4.42 -3.42
C -0.48 -3.30 -4.33
C -0.27 -2.14 -3.36
H -2.28 -1.64 -2.66
H -2.84 -3.81 -2.73
H -1.76 -4.05 -1.48
H -1.48 -5.23 -3.91
H -0.13 -4.83 -2.83
H -1.26 -3.05 -5.06
H 0.42 -3.57 -4.88
H -0.28 -1.17 -3.85
H 0.67 -2.25 -2.83
S 2.00 -0.02 -0.04
C 2.67 1.56 -0.08
N 3.94 1.64 -0.59
C 4.59 2.80 -0.74
C 3.97 3.96 -0.36
C 2.68 3.82 0.17
N 2.06 2.66 0.31
H 4.39 0.77 -0.86
H 5.59 2.75 -1.16
H 4.45 4.92 -0.47
H 2.13 4.69 0.50
*
```

Here are the Löwdin charges for atoms 1 to 2, given in e:
1 Pt 1.0714
2 C -0.2469